[1]
68
Properties=species:S:1:pos:R:3 method="wB97M-V/def2-TZVPD" homo_lumo_gap_ev=8.71 e_homo_ev=-8.73
In -10.14 7.02 12.80
Br -9.17 6.42 15.66
C -7.71 5.62 14.82
C -6.85 4.99 15.70
C -5.63 4.53 15.23
C -5.24 4.72 13.97
C -6.15 5.23 13.03
C -5.76 5.50 11.69
C -6.60 6.03 10.74
C -7.98 6.23 11.09
C -8.33 6.15 12.39
C -7.42 5.68 13.40
H -7.10 4.98 16.80
H -4.94 4.07 15.90
H -4.27 4.45 13.67
H -4.73 5.22 11.46
H -6.23 6.14 9.78
H -8.66 6.58 10.29
N -13.24 8.88 13.22
C -12.32 9.90 12.50
C -13.16 11.14 12.32
P -11.82 9.22 10.82
O -11.32 10.61 10.20
O -13.09 8.73 10.17
O -10.68 8.27 11.13
P -10.79 10.26 13.54
O -11.50 10.91 14.84
O -9.87 11.22 12.85
O -10.29 8.88 13.96
H -13.99 8.56 12.57
H -13.71 9.40 13.96
H -12.75 8.08 13.57
H -13.98 10.90 11.67
H -12.53 11.96 11.83
H -13.59 11.56 13.22
H -10.48 10.89 10.70
H -11.71 11.87 14.86
C -12.52 4.98 10.41
C -13.81 4.54 11.09
C -14.13 3.09 10.78
C -14.93 5.47 10.75
O -13.67 4.60 12.55
P -12.51 5.06 13.62
O -13.08 4.96 14.97
O -12.09 6.51 13.21
O -11.29 4.08 13.41
C -11.09 2.76 14.20
C -10.37 3.05 15.51
C -10.14 1.85 13.41
C -12.50 2.17 14.42
H -12.52 4.82 9.32
H -11.67 4.51 10.91
H -12.20 6.06 10.57
H -14.18 3.06 9.71
H -15.02 2.78 11.25
H -13.37 2.43 11.19
H -15.11 5.42 9.68
H -14.67 6.51 11.00
H -15.79 5.17 11.41
H -9.39 3.45 15.28
H -10.33 2.10 15.99
H -10.90 3.83 16.13
H -9.15 2.32 13.40
H -10.51 1.57 12.46
H -9.99 0.93 13.93
H -13.00 2.75 15.22
H -12.38 1.14 14.76
H -13.04 2.16 13.48



[2]
141
Properties=species:S:1:pos:R:3 method="wB97M-V/def2-TZVPD" homo_lumo_gap_ev=7.56 e_homo_ev=-9.99 total_charge=+1
Na -0.56 1.06 3.33
Zn -2.84 -0.90 1.32
C -4.32 2.67 2.06
C -3.71 1.82 3.23
C -4.54 1.83 4.55
O -3.38 0.48 2.85
H -5.18 2.31 1.49
H -3.54 2.84 1.33
H -4.55 3.69 2.37
H -2.80 2.31 3.57
H -5.51 1.32 4.54
H -4.72 2.82 4.95
H -3.97 1.45 5.40
C 1.50 0.01 0.51
C -0.01 0.33 0.26
C -0.40 -0.04 -1.27
O -0.91 -0.38 1.15
H 1.80 -1.00 0.25
H 1.67 0.08 1.59
H 2.18 0.61 -0.10
H -0.07 1.42 0.31
H -0.23 -1.10 -1.45
H 0.18 0.59 -1.95
H -1.45 0.13 -1.51
O -3.57 0.43 -0.36
H -3.59 0.55 -1.31
H -3.48 1.32 -0.01
O 4.93 3.01 2.81
H 4.68 2.32 2.20
H 4.66 2.67 3.67
O -4.32 -1.82 -3.48
H -3.53 -2.31 -3.70
H -4.98 -2.13 -4.11
O -1.54 4.69 0.55
H -2.16 4.13 0.08
H -2.08 5.35 0.97
O -5.95 -1.63 -1.22
H -5.44 -1.33 -1.97
H -6.73 -1.07 -1.23
O 2.49 -0.54 6.54
H 3.11 0.15 6.78
H 1.63 -0.12 6.56
O -4.91 -1.51 1.36
H -5.34 -2.03 2.04
H -5.58 -1.36 0.70
O 1.09 5.20 -0.02
H 1.20 6.11 -0.31
H 0.14 5.09 0.05
O -2.41 -2.48 2.65
H -2.20 -3.37 2.36
H -2.11 -2.44 3.55
O -0.40 3.58 2.79
H -1.02 4.28 3.01
H -0.24 3.69 1.85
O -2.68 2.20 -5.80
H -2.33 1.31 -5.81
H -2.31 2.59 -5.01
O -1.93 -2.45 -4.64
H -2.43 -2.77 -5.40
H -1.25 -1.89 -5.02
O -3.54 3.36 -1.06
H -4.43 3.57 -0.77
H -3.65 2.99 -1.93
O 2.95 -1.65 3.43
H 3.32 -2.37 2.92
H 3.62 -1.46 4.09
O 0.62 -1.31 -5.06
H 1.10 -1.86 -4.45
H 1.11 -0.48 -5.07
O -2.61 -2.52 -0.18
H -3.38 -2.86 -0.64
H -1.89 -2.68 -0.78
O 0.49 -1.12 4.12
H 1.37 -1.33 3.82
H -0.03 -1.89 3.90
O -3.11 -1.49 5.11
H -3.95 -1.45 5.56
H -3.16 -0.80 4.45
O 5.86 -1.15 0.31
H 6.19 -0.59 -0.40
H 5.50 -1.91 -0.14
O 1.75 1.44 -4.66
H 2.66 1.37 -4.37
H 1.37 2.11 -4.10
O 3.07 3.59 -0.79
H 3.73 4.05 -0.27
H 2.24 4.00 -0.52
O 4.34 1.00 1.20
H 5.04 0.42 0.93
H 3.54 0.59 0.87
O 0.06 -3.57 1.61
H 0.35 -2.66 1.62
H -0.08 -3.77 0.68
O 3.55 1.75 -2.61
H 3.36 2.31 -1.86
H 4.48 1.53 -2.51
O 2.52 5.16 -2.98
H 2.67 4.32 -2.54
H 3.35 5.62 -2.93
O 3.29 1.19 4.36
H 4.01 0.57 4.48
H 2.59 0.67 3.95
O -4.24 1.25 -2.81
H -4.26 0.35 -3.14
H -4.84 1.72 -3.38
O 1.70 -2.86 -3.05
H 2.44 -2.25 -3.04
H 2.10 -3.72 -2.98
O -0.48 2.04 5.53
H 0.01 1.44 6.09
H -0.36 2.90 5.93
O 5.55 -3.15 -1.60
H 5.93 -2.31 -1.87
H 4.62 -3.07 -1.79
O 1.23 -6.34 -0.80
H 2.17 -6.42 -0.95
H 1.03 -5.42 -0.96
O -0.14 -4.27 4.19
H -0.15 -4.02 3.27
H 0.62 -4.85 4.28
O -1.15 3.17 -3.59
H -0.74 4.04 -3.62
H -1.64 3.17 -2.77
O 4.71 -3.80 3.05
H 5.58 -3.73 2.67
H 4.87 -4.04 3.96
O -1.53 -5.10 -3.27
H -2.47 -5.11 -3.10
H -1.39 -4.31 -3.79
O -1.28 0.01 -6.60
H -1.41 -0.64 -7.29
H -0.37 -0.11 -6.32
O 3.51 -0.95 -3.14
H 3.70 -0.14 -2.67
H 3.97 -0.86 -3.97
O 5.98 1.38 -1.40
H 6.64 1.02 -2.00
H 6.33 2.23 -1.14
O -0.13 -3.89 -1.16
H 0.37 -3.44 -1.83
H -0.83 -4.34 -1.63



[3]
10
Properties=species:S:1:pos:R:3 method="wB97M-V/def2-TZVPD" homo_lumo_gap_ev=7.42 e_homo_ev=-15.03 relative_energy_kcal_mol=57.81 total_charge=+1
C -0.37 0.87 0.43
C 0.17 0.07 -0.73
C -0.81 0.83 1.60
C 0.61 -1.36 -0.45
O 0.47 -2.03 0.51
H -0.41 1.92 0.09
H -0.62 0.01 -1.49
H -1.15 0.83 2.60
H 1.10 -1.73 -1.37
H 1.01 0.59 -1.18



[4]
24
Properties=species:S:1:pos:R:3 method="wB97M-V/def2-TZVPD" spin_multiplicity=5 homo_lumo_gap_ev="6.86 / 7.22" e_homo_ev="-15.37 / -15.56" relative_energy_kcal_mol=118.27 total_charge=+2
H 2.22 -4.47 -0.12
C 2.09 -4.08 -1.14
H 2.11 -4.79 -1.98
H 2.84 -3.31 -1.31
H 0.54 -4.28 -1.02
C -3.14 -0.63 -4.96
O -2.59 -0.87 -3.67
C -1.33 -1.59 -3.64
C -0.99 -1.88 -2.19
O -0.42 -0.66 -1.66
C 0.48 -0.85 -0.60
C 0.30 -2.27 -0.10
O 0.59 -3.11 -1.27
H -4.15 -0.24 -4.83
H -2.52 0.11 -5.48
H -3.19 -1.58 -5.51
H -0.56 -0.97 -4.12
H -1.50 -2.53 -4.18
H -1.20 -2.95 -2.06
H 0.28 -0.18 0.24
H 1.50 -0.65 -0.96
H -0.75 -2.45 0.13
H 1.00 -2.51 0.71
Cr -2.93 -0.73 -1.73



[5]
36
Properties=species:S:1:pos:R:3 method="wB97M-V/def2-TZVPD" homo_lumo_gap_ev="3.81 / 3.78" e_homo_ev="-16.40 / -16.36" relative_energy_kcal_mol=0.00 total_charge=+2
H 0.53 -3.33 -0.11
N -0.88 -1.84 -0.56
B -2.95 -0.52 -1.38
N -2.15 -1.88 -1.13
C -2.49 -3.13 -1.40
Ti -0.07 0.04 0.13
H -3.46 -3.35 -1.83
C -1.44 -3.97 -1.02
H -1.41 -5.05 -1.09
C -0.45 -3.12 -0.50
H -4.01 -0.75 -1.86
C 0.91 1.82 0.36
H 1.90 1.72 0.76
H 0.29 2.36 1.07
H 0.93 2.37 -0.57
N -2.10 0.38 -2.31
N -3.12 0.20 0.02
N -0.82 0.69 -1.89
N -1.99 0.48 0.79
C -2.34 0.90 -3.52
C -4.21 0.58 0.66
H -3.28 0.74 -4.00
H -5.19 0.40 0.25
C -1.21 1.60 -3.93
C -3.83 1.16 1.88
C -0.29 1.43 -2.89
C -2.43 1.07 1.92
H -1.07 2.14 -4.86
H -4.49 1.54 2.64
H 0.72 1.81 -2.79
H -1.73 1.39 2.66
H 1.50 0.15 -0.36
F 2.08 -0.86 2.12
C 0.70 -0.82 1.98
F 0.25 -2.11 2.27
F 0.29 0.01 3.03



[6]
19
Properties=species:S:1:pos:R:3 method="wB97M-V/def2-TZVPD" homo_lumo_gap_ev=11.83 e_homo_ev=-15.23 relative_energy_kcal_mol=46.09 total_charge=+1
C -0.30 0.51 0.86
C 1.08 0.12 0.49
C 0.66 -0.97 -0.52
C 1.87 1.23 -0.20
C -2.37 0.01 -0.54
N -1.07 -0.44 0.13
O 0.93 -2.26 -0.31
H -0.58 0.56 1.95
H -0.48 1.46 0.41
H 1.63 -0.31 1.29
H 0.72 -0.76 -1.67
H 2.44 0.78 -0.94
H 2.48 1.75 0.49
H 1.07 1.80 -0.66
H -3.21 -0.31 -0.03
H -2.33 1.09 -0.38
H -2.29 -0.32 -1.60
H -1.20 -1.32 0.64
H 0.96 -2.60 0.59



Quick rundown of energy, same order as above: -5377.0731 -5310.2252 -230.2262 -1506.2729 -1929.2635 -327.3861 a.u.
Quick rundown of largest force on an atom, same order as above: 2.8 3.1 1.4 7.9 9.7 3.3 eV/Å